No. 1
Molecular formula: C56H51Cl2F3FeN5OS5Sb
Method: DFT, wB97M-V/def2-TZVPD

The geometry in XYZ format:
```
125
Properties=species:S:1:pos:R:3:forces:R:3:lowdin_spin:R:1
Fe -0.063 0.452 0.608 -1.717 0.245 -1.129 0.022
C 0.467 3.097 2.630 0.117 -0.100 0.123 0.002
N -0.448 2.177 1.987 0.332 -0.921 -0.324 0.004
C -1.707 2.424 2.060 0.239 0.207 0.171 0.001
C -2.668 1.559 1.500 -0.506 -0.218 -0.162 0.001
C -4.063 1.702 1.429 0.174 0.166 0.074 0.000
C -4.528 0.576 0.760 -0.038 -0.097 -0.098 0.000
C -3.392 -0.193 0.461 -0.145 -0.114 -0.043 0.001
N -2.274 0.396 0.891 1.138 0.007 0.071 0.003
C 0.780 2.692 4.059 -0.074 0.009 -0.020 0.000
C 0.777 1.349 4.432 -0.139 0.057 0.004 0.000
C 1.038 0.980 5.743 -0.065 -0.016 0.019 0.000
C 1.305 1.948 6.702 -0.017 0.004 0.031 0.000
C 1.323 3.286 6.336 0.065 0.040 0.063 0.000
C 1.057 3.655 5.024 0.077 -0.021 -0.096 0.000
H 0.071 4.120 2.631 -0.016 -0.023 -0.021 0.000
H 1.395 3.111 2.049 -0.027 0.082 -0.029 0.002
H -2.067 3.331 2.555 0.051 0.015 0.000 0.000
H -4.637 2.538 1.801 -0.005 -0.029 0.036 0.000
H -5.548 0.335 0.505 0.009 -0.031 0.057 0.000
H -3.369 -1.161 -0.024 0.004 -0.011 0.063 0.000
H 0.534 0.604 3.686 0.049 -0.023 0.044 0.000
H 1.038 -0.069 6.016 -0.046 -0.002 -0.017 0.000
H 1.493 1.662 7.729 0.029 -0.003 -0.005 0.000
H 1.543 4.047 7.075 -0.038 0.005 0.004 0.000
H 1.060 4.702 4.743 -0.001 0.008 0.012 0.000
S 2.094 3.534 -5.939 0.049 -0.004 -0.012 0.090
C 1.612 3.048 -4.451 -0.062 0.011 0.025 0.012
S -0.016 3.221 -3.877 0.303 -0.116 0.105 -0.015
C 0.206 2.509 -2.285 -0.805 0.200 0.006 0.117
C 1.496 2.065 -2.014 0.405 -0.332 0.473 0.152
S 1.995 1.342 -0.570 0.082 -0.195 0.097 0.245
S 2.671 2.298 -3.294 -0.291 0.064 0.011 0.000
S -1.093 2.422 -1.228 0.379 -0.160 -0.003 0.310
F 7.381 0.099 7.211 0.021 -0.009 0.032 0.000
C 6.577 0.301 6.141 -0.063 0.013 -0.102 0.000
C 5.317 0.825 6.342 0.033 0.016 0.106 0.000
C 4.501 1.025 5.238 -0.023 0.048 -0.082 0.000
C 4.937 0.717 3.950 -0.253 -0.070 -0.220 0.002
C 6.210 0.178 3.793 -0.007 0.023 0.016 0.000
C 7.042 -0.031 4.885 0.044 -0.018 0.037 0.000
Sb 3.550 1.002 2.291 0.728 0.032 0.103 0.005
C 4.158 3.059 1.988 -0.106 -0.280 -0.012 0.003
C 4.349 3.600 0.719 -0.024 0.087 0.086 0.005
C 4.586 4.958 0.553 0.023 0.075 -0.071 0.001
C 4.605 5.768 1.669 -0.024 -0.132 0.039 0.000
F 4.800 7.097 1.516 0.048 0.040 -0.026 0.000
C 4.425 5.267 2.943 0.020 0.066 0.066 0.001
C 4.207 3.905 3.093 -0.038 -0.052 -0.043 0.000
C 4.856 0.106 0.825 -0.158 0.218 0.260 0.000
C 6.020 0.714 0.367 -0.046 -0.111 -0.010 0.000
C 6.828 0.084 -0.570 0.075 0.070 -0.055 0.000
C 6.453 -1.160 -1.037 -0.046 0.035 0.074 0.000
F 7.238 -1.779 -1.945 0.012 -0.007 -0.019 0.000
C 5.304 -1.792 -0.606 -0.009 -0.078 -0.036 0.001
C 4.506 -1.145 0.326 -0.001 0.035 0.014 0.001
H 4.985 1.057 7.345 -0.003 0.017 -0.004 0.000
H 3.502 1.420 5.390 0.072 -0.019 0.036 0.000
H 6.564 -0.091 2.807 0.045 -0.018 -0.007 0.000
H 8.032 -0.452 4.770 0.004 0.007 0.013 0.000
H 4.294 2.965 -0.155 0.011 -0.014 -0.043 0.002
H 4.743 5.387 -0.428 -0.031 0.014 0.008 0.000
H 4.453 5.934 3.795 0.001 0.013 -0.012 0.000
H 4.061 3.499 4.088 0.015 0.068 0.018 0.000
H 6.300 1.691 0.740 0.056 -0.006 -0.008 0.000
H 7.733 0.548 -0.938 0.007 -0.031 -0.017 0.000
H 5.043 -2.766 -0.999 0.012 0.009 -0.021 0.000
H 3.587 -1.618 0.657 0.020 -0.040 -0.014 0.001
C -1.597 -0.228 -5.159 -0.063 -0.024 0.036 0.000
C -3.066 -0.708 -5.126 0.122 0.032 -0.069 0.000
C -3.617 -0.630 -6.559 -0.011 -0.027 0.150 0.000
C -3.858 0.291 -4.270 -0.030 -0.105 -0.045 0.000
C -3.154 -2.186 -4.603 -0.175 0.069 0.078 0.000
O -2.164 -2.993 -5.239 0.057 -0.021 0.003 0.000
C -4.499 -2.908 -4.900 -0.004 0.084 0.262 0.000
C -5.837 -2.417 -4.327 0.057 -0.030 -0.097 0.000
C -6.064 -2.482 -2.832 -0.092 0.015 -0.032 0.000
C -5.653 -3.564 -2.059 -0.031 0.001 -0.038 0.000
C -5.925 -3.626 -0.702 -0.017 -0.052 0.009 0.000
C -6.656 -2.610 -0.106 0.028 0.039 -0.142 0.000
Cl -7.019 -2.689 1.584 -0.008 -0.002 0.102 0.000
C -7.102 -1.536 -0.856 -0.027 -0.023 0.036 0.000
C -6.794 -1.476 -2.207 0.054 0.001 0.008 0.000
C -2.877 -2.338 -3.100 0.046 -0.201 -0.443 0.000
N -1.620 -1.834 -2.606 -0.089 0.359 0.272 0.000
C -1.443 -0.760 -1.832 0.046 -0.132 -0.210 0.009
N -0.196 -0.711 -1.415 -0.144 0.171 0.933 0.008
C 0.363 -1.818 -1.974 0.027 0.230 -0.164 0.001
N -0.466 -2.523 -2.703 0.263 -0.170 -0.149 0.001
H -1.492 0.583 -5.882 -0.028 0.038 0.030 0.000
H -0.913 -1.026 -5.438 0.025 -0.003 -0.015 0.000
H -1.282 0.161 -4.192 0.043 0.009 -0.028 0.000
H -3.495 0.389 -6.930 0.019 -0.008 -0.041 0.000
H -4.681 -0.871 -6.599 0.012 0.000 -0.046 0.000
H -3.084 -1.294 -7.245 -0.011 0.022 -0.049 0.000
H -3.623 1.302 -4.611 -0.021 0.020 0.018 0.000
H -3.598 0.241 -3.214 -0.007 0.055 -0.008 0.000
H -4.935 0.153 -4.361 0.032 0.066 0.048 0.000
H -2.232 -2.875 -6.192 -0.024 0.011 -0.010 0.000
H -4.341 -3.943 -4.589 0.034 -0.018 -0.043 0.000
H -4.611 -2.938 -5.986 0.043 -0.071 0.015 0.000
H -6.608 -3.049 -4.785 -0.001 0.062 -0.065 0.000
H -6.038 -1.401 -4.666 -0.094 -0.069 -0.011 0.000
H -5.106 -4.380 -2.515 0.040 0.003 0.000 0.000
H -5.581 -4.463 -0.111 -0.002 0.008 0.024 0.000
H -7.689 -0.757 -0.390 0.045 0.017 0.028 0.000
H -7.142 -0.627 -2.785 0.030 0.004 -0.015 0.000
H -2.880 -3.406 -2.882 -0.088 0.008 0.082 0.000
H -3.667 -1.853 -2.534 0.026 -0.020 0.106 0.000
H -2.201 -0.031 -1.607 -0.016 -0.127 0.031 0.008
H 1.403 -2.068 -1.856 -0.031 -0.067 0.020 0.001
Cl -2.386 -2.353 2.781 -0.116 0.045 0.110 0.000
C -1.401 -3.146 1.589 0.402 0.118 -0.149 0.000
C -1.916 -4.270 0.970 -0.033 -0.098 -0.055 0.000
C -1.135 -5.012 0.096 0.000 -0.037 -0.021 0.000
C 0.180 -4.623 -0.121 -0.012 -0.117 0.002 0.000
C 0.679 -3.485 0.476 -0.123 0.089 0.211 0.000
C -0.097 -2.660 1.322 -0.312 -0.449 -0.185 0.000
C 0.414 -1.430 1.847 0.026 2.076 -0.613 0.002
H -2.931 -4.577 1.193 -0.003 0.026 0.049 0.000
H -1.540 -5.894 -0.385 -0.001 0.007 0.008 0.000
H 0.815 -5.216 -0.770 0.013 0.038 -0.023 0.000
H 1.709 -3.193 0.300 -0.011 0.010 -0.011 0.000
H 1.496 -1.315 1.829 0.049 -0.320 0.289 0.000
H -0.074 -1.056 2.740 0.155 -0.243 0.180 0.000
```
Forces are in eV/Å.

Values from the calculation:
total energy: -196697.3542 eV
multiplicity: 2
charge: -1

No. 2
Molecular formula: C56H51N4O4P2STi
Method: DFT, wB97M-V/def2-TZVPD

The geometry in XYZ format:
```
119
Properties=species:S:1:pos:R:3:forces:R:3:lowdin_spin:R:1
Ti 12.911 11.280 8.269 -0.883 0.374 -1.004 0.890
O 12.010 13.530 13.073 -0.972 -0.722 0.198 0.000
S 11.622 12.641 14.422 0.205 0.849 -0.869 0.000
C 11.632 14.109 15.461 0.558 0.898 0.614 0.000
C 10.737 14.229 16.514 0.368 0.934 -0.738 0.000
C 10.507 15.493 17.071 0.137 -0.347 -0.340 0.000
C 11.219 16.622 16.666 1.003 -0.793 -0.611 0.000
C 12.266 16.439 15.728 -0.143 -0.772 0.609 0.000
C 12.519 15.171 15.181 0.412 -0.096 -0.176 0.000
P 14.134 14.721 14.330 0.423 -0.344 -0.366 0.000
C 14.624 16.280 13.545 0.904 -0.383 -0.059 0.000
C 13.646 16.936 12.803 -0.858 1.234 0.075 0.000
C 13.973 18.162 12.239 0.543 0.892 -1.950 0.000
C 15.322 18.581 12.148 -1.494 -0.244 1.047 0.000
C 16.287 17.914 12.875 0.458 -0.800 0.126 0.000
C 15.980 16.739 13.570 -2.104 0.622 -0.593 0.000
C 15.344 14.588 15.673 0.523 -0.615 0.002 0.000
C 15.959 13.303 15.936 -1.406 0.329 -1.450 0.000
C 16.603 13.101 17.108 0.609 0.173 0.961 0.000
C 16.887 14.225 17.912 0.680 -2.105 0.767 0.000
C 16.506 15.462 17.579 -0.155 3.164 -0.900 0.000
C 15.687 15.687 16.443 0.344 -0.846 0.970 0.000
C 9.871 12.442 14.198 -0.997 -0.391 1.246 0.000
C 9.096 13.596 13.981 -0.057 -0.381 -0.751 0.000
C 7.714 13.474 13.984 0.434 -1.154 0.457 0.000
C 7.099 12.219 14.281 0.571 1.155 -0.228 0.000
C 7.843 11.107 14.514 1.900 -0.470 -0.501 0.000
C 9.272 11.209 14.519 -1.450 1.581 -0.851 0.000
P 10.275 9.833 14.881 2.167 -1.621 0.253 0.000
C 9.784 8.606 13.627 0.206 -1.456 -1.147 0.000
C 8.902 8.812 12.529 0.275 1.486 1.481 0.000
C 8.356 7.817 11.782 -0.631 -1.006 -1.107 0.000
C 8.946 6.565 11.865 -0.128 -1.123 1.186 0.000
C 9.905 6.271 12.844 0.898 1.957 -0.180 0.000
C 10.388 7.324 13.692 -1.695 -0.449 -0.854 0.000
C 9.597 9.325 16.501 -0.246 0.084 0.391 0.000
C 9.105 10.300 17.338 -1.033 0.975 1.078 0.000
C 8.452 10.030 18.559 0.251 0.756 0.189 0.000
C 8.357 8.740 19.005 0.086 -0.878 -0.256 0.000
C 9.059 7.758 18.260 -0.773 1.179 1.042 0.000
C 9.664 8.049 17.061 0.415 -0.756 -0.930 0.000
H 10.242 13.362 16.860 -0.897 -0.566 0.283 0.000
H 9.694 15.542 17.768 -0.030 0.279 0.525 0.000
H 11.092 17.578 17.158 -0.259 -0.006 -0.208 0.000
H 12.979 17.213 15.446 -0.393 0.109 0.271 0.000
H 12.570 16.639 12.737 1.159 -0.108 0.334 0.000
H 13.246 18.824 11.684 0.552 -1.119 0.814 0.000
H 15.513 19.493 11.624 0.346 0.352 -0.172 0.000
H 17.308 18.269 12.929 0.012 0.115 -0.196 0.000
H 16.721 16.238 14.160 0.210 -0.174 0.094 0.000
H 15.927 12.452 15.198 -0.587 1.030 0.788 0.000
H 16.892 12.097 17.418 0.265 0.371 -0.145 0.000
H 17.484 14.095 18.801 0.028 -0.134 0.119 0.000
H 16.924 16.344 18.128 -0.694 -0.926 -0.332 0.000
H 15.345 16.688 16.186 -0.031 -0.231 0.163 0.000
H 9.663 14.486 13.711 -0.640 0.172 0.156 0.000
H 7.071 14.294 13.770 -0.214 0.667 -0.110 0.000
H 6.040 12.127 14.329 -0.710 0.199 -0.182 0.000
H 7.430 10.097 14.560 -0.118 0.466 0.463 0.000
H 8.662 9.817 12.237 -0.586 0.517 0.427 0.000
H 7.433 7.960 11.150 1.516 0.140 0.384 0.000
H 8.598 5.749 11.251 -0.127 -0.064 -0.155 0.000
H 10.396 5.306 12.858 -0.161 0.015 0.119 0.000
H 11.180 7.127 14.389 0.156 -0.144 0.358 0.000
H 9.131 11.352 17.105 0.058 0.188 -0.479 0.000
H 8.078 10.842 19.211 0.159 -0.403 -0.795 0.000
H 7.760 8.473 19.903 0.784 0.194 -0.691 0.000
H 9.120 6.839 18.775 0.222 -1.307 -0.217 0.000
H 10.207 7.292 16.489 -0.339 -0.058 0.405 0.000
O 11.800 12.415 9.244 0.434 3.458 0.035 0.001
C 12.212 13.811 9.275 -1.110 -0.816 0.974 0.005
C 13.341 14.106 8.356 1.985 -1.856 -0.032 0.014
C 13.602 15.278 7.680 0.021 1.241 -0.187 -0.003
C 14.817 15.417 6.963 -0.908 -1.084 1.534 0.018
C 15.770 14.405 7.130 0.870 1.194 -1.421 -0.002
C 15.411 13.191 7.616 -1.808 -1.618 1.987 0.016
N 14.186 13.016 8.254 1.030 1.620 -1.520 -0.001
H 12.094 12.939 12.308 -0.007 -0.181 -0.114 0.000
H 12.525 13.986 10.326 0.196 0.388 -0.402 0.001
H 11.421 14.548 9.074 -0.344 -0.558 0.000 0.000
H 12.868 16.111 7.818 0.748 -0.777 -0.589 0.000
H 15.035 16.246 6.321 0.034 0.561 0.107 0.001
H 16.794 14.588 6.775 -0.601 -0.335 -0.098 0.000
H 16.039 12.272 7.611 -0.374 0.966 -0.060 0.000
C 9.870 10.660 8.854 1.189 -1.150 0.338 0.001
N 11.031 10.416 7.985 0.100 -2.210 -1.106 -0.005
C 11.079 9.454 7.070 -1.955 1.077 -0.256 0.010
C 12.174 9.356 6.201 2.790 0.429 -0.727 0.006
C 12.638 8.568 5.088 -0.346 0.846 1.510 0.002
C 13.987 8.927 4.837 -1.622 0.906 0.705 0.003
C 14.262 9.977 5.714 0.022 1.442 0.729 0.007
N 13.206 10.263 6.545 0.816 -1.471 -1.697 0.010
C 9.161 11.906 8.452 -1.274 -0.644 -0.973 0.000
C 8.688 11.898 7.116 0.756 -1.980 0.643 0.001
C 7.779 12.815 6.686 0.000 0.984 -1.109 0.000
C 7.470 13.855 7.540 -0.047 0.419 1.060 0.000
C 8.026 13.929 8.826 -0.475 -0.827 -1.655 0.000
C 8.777 12.910 9.342 1.205 -0.897 -0.818 0.000
H 10.328 10.753 9.853 -0.654 -0.030 -0.132 0.000
H 9.207 9.765 8.829 0.209 0.587 0.064 0.000
H 10.208 8.852 6.762 0.047 0.062 0.800 0.000
H 12.001 7.905 4.531 0.174 -0.350 -0.013 0.000
H 14.591 8.613 4.025 0.423 -0.336 -0.417 0.000
H 15.124 10.697 5.767 -0.711 -1.253 -0.232 0.000
H 8.944 11.013 6.457 -0.157 1.296 0.804 0.000
H 7.469 12.805 5.632 -0.277 -0.042 0.648 0.000
H 6.760 14.635 7.322 0.023 0.154 -0.593 0.000
H 7.900 14.824 9.324 -0.617 1.581 1.408 0.000
H 9.193 12.897 10.343 -0.107 0.157 0.064 0.000
N 16.421 10.551 11.981 -0.265 -1.420 1.518 0.000
C 14.977 10.189 11.586 1.410 -0.454 0.551 0.001
C 14.878 10.382 10.107 -0.163 -0.012 -3.625 0.006
O 13.640 10.383 9.728 1.763 -1.312 2.328 0.016
O 15.844 10.460 9.305 -1.259 0.105 2.831 0.003
H 16.943 9.641 12.068 -0.342 1.253 -0.019 0.000
H 16.477 11.054 12.897 0.036 -0.406 -1.040 0.000
H 16.859 11.061 11.224 0.180 0.411 -0.536 0.000
H 14.241 10.776 12.149 0.402 -0.221 -0.176 0.000
H 14.908 9.103 11.783 -0.465 0.641 0.060 0.000
```
Forces are in eV/Å.

Values from the calculation:
energy relative to the best compared isomer or geometry (same formula, charge and spin): 92.1 kcal per mole
multiplicity: 2
charge: +2

- multiplicity of number 1 (C56H51Cl2F3FeN5OS5Sb)?
  2

- Number 2 is which compound?
  C56H51N4O4P2STi

- Among the records above, which one has the highest charge?
  C56H51N4O4P2STi